Record 1
Computed, not measured: a structure of composition C22H50NiP2Si2, with ωB97M-V with the def2-TZVPD basis set.

The expectation value of S² is 2.093. The value obtained for the HOMO energy (spin up / spin down) is -4.18 / -5.05 eV. The orbital gap (spin up / spin down) comes out at 0.14000 / 0.16536 Ha. The multiplicity is 3. For the energy above the lowest of the compared OMol25 structures with the same formula, charge and spin, the calculation gives 577.0 kJ/mol.

CARTESIAN COORDINATES (ANGSTROEM)
1 P -0.277 -2.222 -3.380
2 P 0.206 1.454 -3.342
3 C -0.483 -1.029 -4.808
4 C 0.339 0.278 -4.855
5 H -1.565 -0.824 -4.919
6 H -0.197 -1.650 -5.679
7 H 1.409 0.074 -5.055
8 H -0.020 0.880 -5.716
9 C -1.433 2.117 -3.810
10 H -1.755 2.775 -2.997
11 H -2.192 1.331 -3.954
12 H -1.357 2.686 -4.748
13 C 1.341 2.764 -3.872
14 H 0.979 3.249 -4.792
15 H 2.343 2.352 -4.054
16 H 1.380 3.500 -3.061
17 C -1.345 -3.560 -3.950
18 H -1.354 -4.360 -3.200
19 H -0.974 -3.945 -4.907
20 H -2.360 -3.168 -4.090
21 C 1.429 -2.783 -3.650
22 H 2.156 -1.957 -3.659
23 H 1.481 -3.278 -4.630
24 H 1.715 -3.497 -2.871
25 Ni 1.715 -0.646 2.554
26 C 0.006 1.566 -1.273
27 C -1.339 1.191 -0.953
28 C -1.915 0.040 -1.662
29 C -2.058 -1.335 -0.972
30 C -0.877 -2.229 -1.446
31 C 0.413 -1.923 -0.898
32 C 1.189 -0.774 -1.371
33 C 1.162 0.616 -0.713
34 C 0.698 -2.255 2.572
35 H 0.228 2.597 -0.949
36 H -2.013 1.832 -0.350
37 H -1.248 -0.109 -2.539
38 H -2.894 0.328 -2.082
39 H -2.043 -1.223 0.134
40 H -3.038 -1.732 -1.312
41 H -1.182 -3.288 -1.336
42 H 0.748 -2.385 0.029
43 H 0.971 -0.590 -2.444
44 H 2.239 -1.101 -1.463
45 H 1.174 0.507 0.383
46 H 2.148 1.056 -0.939
47 H 0.201 -2.532 3.521
48 H 1.319 -3.070 2.200
49 H -0.022 -1.860 1.819
50 C -2.090 2.322 4.242
51 Si -1.409 0.652 3.685
52 C -1.396 -0.425 5.239
53 C -2.699 -0.058 2.503
54 C 0.261 0.731 2.851
55 Si 1.828 1.181 3.806
56 C 2.327 -0.319 4.886
57 C 3.105 1.165 2.378
58 C 1.799 2.801 4.741
59 H -3.009 2.181 4.837
60 H -2.354 2.960 3.385
61 H -1.377 2.884 4.864
62 H -2.380 -0.371 5.733
63 H -1.205 -1.480 5.005
64 H -0.643 -0.105 5.971
65 H -2.650 0.415 1.513
66 H -2.567 -1.139 2.367
67 H -3.711 0.102 2.908
68 H 0.103 1.259 1.883
69 H 2.598 -1.286 4.425
70 H 3.228 0.041 5.410
71 H 1.562 -0.531 5.649
72 H 2.826 1.896 1.603
73 H 4.009 1.570 2.867
74 H 3.420 0.220 1.886
75 H 1.496 3.649 4.107
76 H 1.096 2.770 5.587
77 H 2.787 3.050 5.158

In the Löwdin picture, each atom carries the following charge in e: P 0.99; P 0.93; C -0.33; C -0.35; H 0.09; H 0.09; H 0.08; H 0.08; C -0.22; H 0.06; H 0.05; H 0.05; C -0.22; H 0.05; H 0.05; H 0.05; C -0.21; H 0.06; H 0.06; H 0.07; C -0.18; H 0.06; H 0.07; H 0.07; Ni 0.05; C -0.33; C -0.18; C -0.27; C -0.12; C -0.29; C -0.13; C -0.26; C -0.16; C -0.23; H 0.11; H 0.11; H 0.02; H 0.11; H 0.10; H 0.12; H 0.11; H 0.09; H 0.01; H 0.12; H 0.06; H 0.11; H -0.02; H -0.06; H -0.05; C -0.20; Si 0.38; C -0.19; C -0.19; C -0.39; Si 0.34; C -0.18; C -0.21; C -0.20; H 0.02; H 0.02; H 0.01; H 0.02; H 0.01; H 0.01; H 0.00; H 0.02; H 0.03; H -0.02; H 0.03; H 0.03; H 0.02; H 0.03; H 0.04; H 0.03; H 0.03; H 0.02; H 0.02

***

Record 2
Computed, not measured: a structure of composition C23H26O13S2Zn, with ωB97M-V with the def2-TZVPD basis set.

The charge is -2. The value obtained for the HOMO energy is -0.64 eV. The orbital gap comes out at 0.14426 Ha. The multiplicity is 1.

CARTESIAN COORDINATES (ANGSTROEM)
1 Zn 0.092 -0.055 -0.133
2 C 3.102 0.490 2.651
3 C 4.078 -0.449 3.101
4 C 4.164 -1.773 2.347
5 O 4.587 -2.776 2.908
6 C 3.555 -1.849 1.065
7 C 2.626 -0.938 0.654
8 C 2.258 0.235 1.602
9 O 1.187 0.866 1.308
10 O 1.837 -1.108 -0.345
11 O 4.865 -0.181 4.006
12 H 3.055 1.436 3.182
13 H 3.757 -2.709 0.442
14 C -2.802 -1.233 2.377
15 C -1.550 -1.698 2.046
16 C -0.695 -2.400 3.087
17 O 0.327 -2.989 2.703
18 C -1.149 -2.439 4.424
19 C -2.351 -1.815 4.833
20 C -3.338 -1.367 3.702
21 O -4.426 -0.892 4.029
22 O -2.712 -1.639 6.004
23 O -1.070 -1.503 0.868
24 H -3.352 -0.609 1.687
25 H -0.592 -2.967 5.187
26 C -3.923 1.245 -0.186
27 C -2.558 1.868 -0.278
28 O -1.591 1.160 -0.092
29 C -2.412 3.366 -0.380
30 H -4.713 1.907 -0.554
31 H -4.148 1.134 0.878
32 H -3.953 0.285 -0.692
33 H -2.081 3.592 -1.394
34 H -1.648 3.649 0.341
35 H -3.380 3.799 -0.137
36 C 3.368 4.444 -2.290
37 C 3.245 4.673 -0.759
38 C 1.972 3.977 -0.256
39 S 1.289 3.072 -1.645
40 O 0.341 3.884 -2.376
41 O 0.931 1.772 -1.185
42 C 2.822 3.047 -2.551
43 H 4.404 4.615 -2.568
44 H 2.693 5.176 -2.738
45 H 3.192 5.749 -0.594
46 H 4.106 4.286 -0.217
47 H 1.193 4.614 0.158
48 H 2.207 3.222 0.497
49 H 2.754 2.814 -3.610
50 H 3.440 2.303 -2.042
51 C -2.037 -3.962 -3.615
52 C -2.441 -4.123 -2.145
53 C -1.431 -3.424 -1.226
54 S -0.419 -2.390 -2.316
55 O 0.820 -3.080 -2.529
56 O -0.435 -1.003 -1.885
57 C -1.439 -2.565 -3.783
58 H -2.827 -4.118 -4.351
59 H -1.265 -4.686 -3.895
60 H -2.341 -5.181 -1.882
61 H -3.486 -3.890 -1.953
62 H -0.697 -4.001 -0.675
63 H -1.921 -2.672 -0.605
64 H -0.820 -2.312 -4.637
65 H -2.268 -1.884 -3.565

In the Löwdin picture, each atom carries the following charge in e: Zn 0.65; C 0.00; C -0.38; C -0.38; O 0.03; C 0.00; C -0.34; C -0.34; O -0.10; O -0.11; O 0.01; H 0.10; H 0.11; C 0.00; C -0.33; C -0.41; O -0.01; C -0.02; C -0.42; C -0.37; O -0.02; O -0.05; O -0.14; H 0.06; H 0.09; C 0.00; C -0.42; O 0.05; C 0.01; H 0.07; H 0.10; H 0.09; H 0.08; H 0.09; H 0.08; C -0.23; C -0.20; C -0.19; S 0.68; O -0.32; O -0.30; C -0.22; H 0.11; H 0.11; H 0.10; H 0.11; H 0.11; H 0.10; H 0.11; H 0.12; C -0.24; C -0.20; C -0.18; S 0.72; O -0.29; O -0.34; C -0.22; H 0.10; H 0.11; H 0.11; H 0.11; H 0.12; H 0.08; H 0.10; H 0.11

***

Record 3
Computed, not measured: a cluster of 3 separate species, C32H66BrN12O5P2 in total, with ωB97M-V with the def2-TZVPD basis set.

The charge is +1. The value obtained for the HOMO energy is -9.68 eV. The orbital gap comes out at 0.26113 Ha. The multiplicity is 1.

CARTESIAN COORDINATES (ANGSTROEM)
1 C -1.440 1.496 1.409
2 C -0.510 2.726 1.128
3 C -0.481 3.203 -0.423
4 Br -1.725 2.119 -1.561
5 N -0.746 4.632 -0.496
6 C 0.014 5.758 -0.787
7 N 1.323 5.787 -1.063
8 C 2.266 4.671 -1.082
9 C 2.580 4.123 0.381
10 O 3.060 2.773 0.354
11 C 4.305 2.665 1.017
12 C 4.457 2.006 2.419
13 O 5.291 3.064 0.469
14 C 1.892 7.110 -1.342
15 C 2.529 7.809 -0.251
16 C 3.118 9.143 -0.339
17 C 3.031 9.702 -1.704
18 C 2.395 8.860 -2.698
19 N 1.827 7.643 -2.576
20 N -0.666 6.968 -0.783
21 C -1.940 6.550 -0.422
22 N -1.970 5.204 -0.245
23 C -3.250 4.592 0.178
24 C -4.259 5.550 0.871
25 N -5.067 6.429 0.022
26 C -6.469 6.575 0.466
27 C -6.595 7.748 1.554
28 C -5.062 6.112 -1.393
29 C -5.860 4.876 -1.987
30 O -4.483 6.789 -2.205
31 H -2.520 1.680 1.203
32 H -1.013 0.596 0.908
33 H -1.368 1.296 2.517
34 H 0.554 2.570 1.441
35 H -0.870 3.626 1.704
36 H 0.510 2.872 -0.792
37 H 1.978 3.844 -1.788
38 H 3.256 5.037 -1.466
39 H 3.434 4.763 0.750
40 H 1.737 4.304 1.099
41 H 3.593 1.354 2.706
42 H 4.599 2.768 3.237
43 H 5.391 1.384 2.429
44 H 2.575 7.288 0.739
45 H 3.580 9.677 0.513
46 H 3.464 10.700 -1.944
47 H 2.372 9.289 -3.733
48 H -2.717 7.335 -0.342
49 H -3.675 3.973 -0.662
50 H -2.986 3.819 0.958
51 H -3.698 6.174 1.630
52 H -4.958 4.910 1.488
53 H -6.903 5.651 0.936
54 H -7.156 6.850 -0.379
55 H -6.939 7.358 2.542
56 H -5.609 8.272 1.597
57 H -7.360 8.470 1.174
58 H -6.535 5.326 -2.769
59 H -6.529 4.395 -1.233
60 H -5.167 4.167 -2.501
61 O 0.881 -1.477 2.126
62 P 0.491 -2.912 2.490
63 N -1.222 -2.573 2.536
64 C -2.194 -3.207 3.419
65 C -1.836 -2.469 1.211
66 N 1.151 -2.702 4.104
67 C 0.350 -2.713 5.317
68 C 2.121 -1.614 4.266
69 N 0.131 -4.607 2.890
70 C 1.117 -5.337 3.725
71 C 0.135 -5.403 1.622
72 H -2.368 -4.265 3.187
73 H -3.164 -2.704 3.317
74 H -1.953 -3.108 4.468
75 H -1.961 -3.454 0.741
76 H -1.230 -1.850 0.547
77 H -2.827 -2.013 1.264
78 H -0.296 -1.828 5.397
79 H 1.003 -2.736 6.196
80 H -0.257 -3.612 5.413
81 H 1.622 -0.636 4.313
82 H 2.845 -1.594 3.452
83 H 2.698 -1.736 5.187
84 H 2.127 -5.266 3.312
85 H 0.842 -6.394 3.789
86 H 1.153 -5.005 4.757
87 H 1.118 -5.379 1.147
88 H -0.585 -5.023 0.897
89 H -0.135 -6.443 1.813
90 O 1.655 -6.540 -1.041
91 P 2.116 -7.015 -2.414
92 N 1.051 -5.964 -3.315
93 C 0.472 -6.260 -4.620
94 C 1.479 -4.563 -3.322
95 N 1.347 -8.575 -2.213
96 C 0.251 -9.053 -3.040
97 C 1.016 -8.954 -0.834
98 N 2.849 -7.566 -3.936
99 C 3.325 -8.971 -3.996
100 C 4.106 -6.790 -4.163
101 H 1.212 -6.276 -5.430
102 H -0.257 -5.483 -4.882
103 H -0.098 -7.178 -4.641
104 H 2.339 -4.399 -3.986
105 H 1.758 -4.238 -2.318
106 H 0.678 -3.905 -3.667
107 H -0.679 -8.498 -2.858
108 H 0.061 -10.111 -2.834
109 H 0.485 -9.027 -4.104
110 H 0.116 -8.434 -0.480
111 H 1.833 -8.737 -0.147
112 H 0.828 -10.029 -0.757
113 H 3.992 -9.207 -3.163
114 H 3.864 -9.143 -4.932
115 H 2.527 -9.706 -4.006
116 H 4.831 -6.974 -3.364
117 H 3.923 -5.716 -4.197
118 H 4.562 -7.059 -5.118

Results of the Löwdin charge analysis, in e, for atoms 1 through 99: C -0.16; C -0.22; C -0.54; Br 0.77; N 0.03; C -0.23; N 0.01; C -0.08; C -0.17; O -0.05; C -0.46; C 0.02; O 0.13; C -0.29; C 0.00; C -0.01; C -0.03; C -0.13; N 0.13; N 0.20; C -0.01; N -0.02; C -0.11; C -0.15; N -0.13; C -0.22; C -0.07; C -0.46; C 0.00; O 0.11; H 0.05; H 0.06; H 0.10; H 0.10; H 0.11; H 0.08; H 0.14; H 0.15; H 0.13; H 0.12; H 0.08; H 0.10; H 0.10; H 0.11; H 0.11; H 0.11; H 0.12; H 0.16; H 0.09; H 0.12; H 0.14; H 0.14; H 0.11; H 0.13; H 0.07; H 0.08; H 0.07; H 0.10; H 0.08; H 0.09; O -0.34; P 0.79; N -0.30; C -0.14; C -0.16; N -0.33; C -0.16; C -0.16; N -0.26; C -0.13; C -0.14; H 0.08; H 0.08; H 0.05; H 0.06; H 0.06; H 0.08; H 0.09; H 0.08; H 0.06; H 0.07; H 0.07; H 0.08; H 0.09; H 0.09; H 0.06; H 0.06; H 0.07; H 0.09; O -0.32; P 0.77; N -0.30; C -0.14; C -0.15; N -0.33; C -0.16; C -0.15; N -0.26; C -0.13

***

Record 4
Computed, not measured: a structure of composition C39H55AlN4O3PSe, with ωB97M-V with the def2-TZVPD basis set.

The charge is +3. The value obtained for the HOMO energy is -15.90 eV. The orbital gap comes out at 0.33087 Ha. The multiplicity is 1. For the energy above the lowest of the compared OMol25 structures with the same formula, charge and spin, the calculation gives 8.3 kJ/mol.

CARTESIAN COORDINATES (ANGSTROEM)
1 Al 0.668 -0.235 0.897
2 O 4.212 -1.623 1.265
3 C 3.126 -1.215 1.548
4 O 2.141 -1.109 0.636
5 C 2.756 -0.886 2.999
6 P 1.216 0.085 3.200
7 C 0.366 -0.551 4.653
8 C 0.188 0.231 5.790
9 C -0.431 -0.315 6.907
10 C -0.865 -1.631 6.892
11 C -0.682 -2.417 5.758
12 C -0.072 -1.878 4.640
13 C 1.583 1.834 3.363
14 C 2.874 2.324 3.176
15 C 3.099 3.694 3.206
16 C 2.045 4.568 3.424
17 C 0.755 4.080 3.606
18 C 0.518 2.718 3.563
19 H 3.615 -0.478 3.529
20 H 2.543 -1.852 3.470
21 H 0.543 1.253 5.818
22 H -0.564 0.290 7.793
23 H -1.340 -2.053 7.767
24 H -1.011 -3.447 5.756
25 H 0.080 -2.499 3.760
26 H 3.711 1.658 3.012
27 H 4.103 4.074 3.071
28 H 2.228 5.634 3.461
29 H -0.063 4.765 3.788
30 H -0.490 2.343 3.704
31 C 1.542 2.414 -6.168
32 C 1.266 3.175 -4.877
33 C 1.792 2.464 -3.632
34 C 1.025 1.199 -3.251
35 N -0.301 1.511 -2.690
36 C -0.543 1.878 -1.425
37 Se 0.749 1.967 -0.041
38 N -1.832 2.220 -1.294
39 C -2.467 2.788 -0.096
40 C -2.076 4.236 0.180
41 C -2.562 5.255 -0.854
42 C -1.664 5.383 -2.083
43 C -2.464 2.043 -2.523
44 C -3.780 2.258 -2.927
45 C -4.071 1.991 -4.247
46 C -3.089 1.532 -5.143
47 C -1.784 1.330 -4.746
48 C -1.490 1.599 -3.411
49 H 1.191 2.974 -7.034
50 H 1.052 1.437 -6.197
51 H 2.611 2.243 -6.296
52 H 0.195 3.375 -4.769
53 H 1.739 4.156 -4.932
54 H 1.783 3.139 -2.771
55 H 2.836 2.178 -3.783
56 H 1.571 0.631 -2.499
57 H 0.857 0.550 -4.109
58 H -2.223 2.150 0.754
59 H -3.540 2.717 -0.269
60 H -0.990 4.307 0.283
61 H -2.490 4.472 1.164
62 H -2.612 6.229 -0.366
63 H -3.590 5.023 -1.150
64 H -0.643 5.638 -1.788
65 H -2.021 6.177 -2.738
66 H -1.625 4.471 -2.683
67 H -4.540 2.631 -2.253
68 H -5.077 2.148 -4.610
69 H -3.364 1.347 -6.172
70 H -1.029 1.004 -5.447
71 C 2.102 -5.576 -1.856
72 C 1.495 -4.211 -1.443
73 N 1.168 -4.190 -0.016
74 C 0.199 -5.246 0.281
75 C 0.755 -6.643 -0.093
76 N 2.143 -6.436 -0.626
77 C 3.010 -5.801 0.425
78 C 2.397 -4.416 0.750
79 H 3.123 -5.489 -2.223
80 H 1.507 -6.102 -2.600
81 H 0.592 -4.014 -2.020
82 H 2.207 -3.411 -1.642
83 H -0.718 -5.053 -0.274
84 H -0.040 -5.214 1.344
85 H 0.178 -7.138 -0.872
86 H 0.832 -7.312 0.762
87 H 2.538 -7.343 -0.873
88 H 4.015 -5.727 0.015
89 H 3.030 -6.475 1.278
90 H 3.110 -3.631 0.507
91 H 2.169 -4.349 1.814
92 C -3.174 -1.778 0.887
93 C -3.010 -1.354 -0.574
94 C -1.510 -1.337 -0.772
95 O -0.964 -0.997 0.566
96 C -2.041 -1.072 1.596
97 H -3.087 -2.859 0.995
98 H -4.135 -1.476 1.300
99 H -3.435 -0.365 -0.755
100 H -3.485 -2.053 -1.259
101 H -1.156 -0.579 -1.468
102 H -1.095 -2.311 -1.029
103 H -2.286 -0.045 1.867
104 H -1.630 -1.599 2.452

Results of the Löwdin charge analysis, in e, for atoms 1 through 99: Al 0.05; O 0.14; C -0.59; O -0.07; C -0.17; P 1.07; C -0.35; C -0.06; C -0.03; C -0.03; C -0.05; C -0.12; C -0.40; C -0.07; C -0.04; C -0.03; C -0.05; C -0.12; H 0.12; H 0.11; H 0.11; H 0.12; H 0.12; H 0.12; H 0.10; H 0.11; H 0.12; H 0.12; H 0.12; H 0.12; C -0.09; C -0.24; C -0.17; C -0.13; N 0.00; C -0.57; Se 0.99; N 0.00; C -0.13; C -0.18; C -0.23; C -0.08; C -0.17; C 0.01; C -0.03; C -0.03; C 0.02; C -0.15; H 0.09; H 0.05; H 0.09; H 0.10; H 0.12; H 0.10; H 0.13; H 0.10; H 0.12; H 0.10; H 0.13; H 0.08; H 0.12; H 0.12; H 0.11; H 0.08; H 0.09; H 0.05; H 0.12; H 0.12; H 0.12; H 0.11; C -0.04; C -0.13; N -0.16; C -0.13; C -0.05; N -0.09; C -0.04; C -0.13; H 0.14; H 0.14; H 0.12; H 0.13; H 0.12; H 0.13; H 0.14; H 0.14; H 0.20; H 0.14; H 0.14; H 0.11; H 0.13; C -0.11; C -0.11; C -0.07; O -0.21; C -0.08; H 0.13; H 0.14; H 0.12

***

The largest force on an atom results, record by record, are as follows: 0.0764 0.0428 0.1733 0.0122 Eh/bohr.
The M results, record by record, are as follows: 491.455 639.972 840.811 764.810 g/mol.